1.
6
Properties=species:S:1:pos:R:3:forces:R:3 method="wB97M-V/def2-TZVPD" e_above_lowest_kcal_mol=103.3 homo_energy_ev="-9.3 / -11.2" homo_lumo_gap_ev="6.981 / 10.490" lumo_ev="-2.3 / -0.7" energy_ev=-11599.179
C 0.19656 1.31717 -0.49493 -3.482 -0.167 -2.903
C -0.47221 -1.68909 0.61060 2.207 2.170 -0.873
O -0.90921 1.62151 -0.80905 1.157 -0.503 0.330
O -0.06421 -0.55765 0.45745 -1.680 -3.806 1.483
F 1.04008 2.07886 0.02456 2.495 1.788 1.713
F 0.20899 -2.77081 0.21137 -0.696 0.519 0.250

=====

2.
13
Properties=species:S:1:pos:R:3:forces:R:3 method="wB97M-V/def2-TZVPD" e_above_lowest_kcal_mol=101.6 homo_energy_ev=-8.4 homo_lumo_gap_ev=9.115 lumo_ev=0.7 energy_ev=-12763.195
C 1.06406 0.62336 -1.29767 1.171 -1.365 -1.348
C 0.16327 -0.34156 0.65258 -1.250 1.245 2.288
N 1.33733 -0.34935 -1.93101 0.344 3.396 -0.987
N 0.52615 0.62440 1.58838 1.702 0.420 0.727
N -1.07225 -0.18919 0.28868 -2.403 -2.583 -1.904
O 1.02414 1.68274 -0.86210 -0.522 2.428 0.669
O -1.66326 -1.24616 -0.51748 1.112 -1.369 -0.406
O -1.86480 0.69541 0.48022 -0.549 2.545 0.862
H 0.48980 -1.32270 0.80009 0.775 -1.308 -0.625
H -2.66515 -1.27905 -0.55894 1.644 1.258 0.986
H 1.31935 -1.28024 -1.92267 -0.436 -3.902 0.321
H 1.49666 1.02061 1.62915 -1.462 -0.970 -0.485
H -0.15529 1.36172 1.65076 -0.124 0.204 -0.099

=====

3.
34
Properties=species:S:1:pos:R:3:forces:R:3 method="wB97M-V/def2-TZVPD" e_above_lowest_kcal_mol=117.3 homo_energy_ev=-11.9 charge=+1 homo_lumo_gap_ev=9.360 lumo_ev=-2.6 energy_ev=-17096.590
C 2.17620 0.57054 -1.66590 -0.736 -2.757 -0.650
C 2.79551 -0.67519 -0.91600 -0.314 1.010 -1.640
C -0.57129 -1.34540 -0.16898 -0.604 0.114 -0.358
C 0.47741 -0.62352 -0.54170 0.481 -1.032 1.380
C -1.94638 -1.23044 -0.87735 2.278 -3.887 1.725
C -0.49147 -2.36351 0.96048 0.938 -0.125 -1.534
C -0.06908 1.47996 -1.68595 1.101 1.334 -0.422
C -3.19188 2.44014 1.03068 -0.948 -0.562 1.064
C 2.07934 -0.11969 1.36243 0.380 -3.950 5.420
N -0.60422 0.27888 2.40315 -0.252 1.060 0.397
N -1.44705 0.90952 1.96750 1.408 -0.873 0.960
N 0.70396 0.23707 -1.60048 1.631 1.633 -0.228
N -2.41926 1.28463 1.44014 -2.305 -0.368 -1.008
N 1.83220 -0.92537 0.21846 -1.159 -1.621 -4.831
H 2.37888 1.43409 -1.10319 0.199 1.381 0.867
H 2.54510 0.76994 -2.71209 -0.454 -0.671 1.051
H 2.94969 -1.54589 -1.62669 -0.345 0.884 1.295
H 3.65898 -0.33390 -0.41149 1.484 -0.190 -0.015
H -1.89961 -0.61859 -1.70433 -0.244 1.084 -1.831
H -2.61712 -0.93069 -0.12891 -1.272 0.714 0.760
H -2.19081 -2.33115 -1.10042 0.022 1.734 -0.230
H 0.53330 -2.82607 0.99061 -1.131 -0.185 -0.037
H -1.25092 -3.11682 0.71012 0.384 0.014 0.720
H -0.58394 -1.89477 1.91469 -0.666 0.024 0.694
H -1.09306 1.24930 -1.57273 -1.126 -0.029 0.125
H 0.21809 2.30154 -0.92610 -0.218 -1.305 -0.894
H 0.08632 1.90332 -2.71979 -0.197 -0.377 1.107
H -3.07938 2.41490 -0.04582 -0.127 0.938 -0.174
H -4.29766 2.23246 1.27167 1.749 0.261 -0.292
H -2.87791 3.33221 1.58623 -0.051 0.031 -0.635
H 1.30025 -0.58618 2.16042 2.270 1.491 -1.565
H 3.14664 -0.27774 1.76386 -1.525 -0.082 -0.730
H 1.93227 0.90266 1.38363 -0.778 1.986 -1.089
H 1.81690 -1.99624 0.34383 0.126 2.322 0.597

=====

4.
14
Properties=species:S:1:pos:R:3:forces:R:3 method="wB97M-V/def2-TZVPD" e_above_lowest_kcal_mol=28.7 homo_energy_ev=-9.8 smiles="C=CC.N#CN" homo_lumo_gap_ev=10.592 lumo_ev=0.8 energy_ev=-7256.630
C -0.97181 -1.61357 -0.32648 -0.254 0.024 0.515
C 0.26906 -0.97341 -0.81690 0.132 0.766 0.435
C 0.30894 0.20600 -1.42974 0.219 -0.505 -0.371
H 1.19136 -1.42938 -0.47642 0.175 -0.121 -0.263
H -1.85732 -1.14209 -0.74699 -0.071 0.011 -0.086
H -0.98045 -2.67365 -0.57373 -0.084 -0.099 0.161
H -1.01356 -1.46368 0.77378 -0.039 -0.420 -0.620
H 1.23752 0.64802 -1.75811 0.211 0.066 0.051
H -0.59238 0.70746 -1.73378 -0.326 0.141 -0.048
N 0.64437 2.05101 1.16492 0.463 0.558 -0.653
C 0.07827 0.98788 1.71468 -0.363 0.139 0.608
N -0.49965 0.18301 2.29853 -0.027 -0.446 0.115
H 0.86978 1.96016 0.18138 0.034 0.009 0.229
H 1.31587 2.55226 1.72886 -0.070 -0.123 -0.073

=====

5.
11
Properties=species:S:1:pos:R:3:forces:R:3 method="wB97M-V/def2-TZVPD" e_above_lowest_kcal_mol=20.1 homo_energy_ev=-8.5 smiles=CSCN homo_lumo_gap_ev=9.397 lumo_ev=0.9 energy_ev=-14511.789
C -0.33430 -1.77382 0.08665 0.286 -2.252 0.372
S -1.11340 -0.24707 0.61986 -0.188 -0.240 -0.186
H -0.89754 -2.78778 0.25189 0.651 2.258 -0.185
H 0.68775 -1.90969 0.53904 -1.089 0.212 -0.218
H -0.20197 -1.59464 -0.96536 0.184 -0.557 -0.551
C 0.34892 0.77637 0.19065 2.469 -2.801 1.810
N 0.18975 1.87268 -0.65934 -2.367 1.589 -0.762
H 1.19917 0.11174 -0.23545 -1.634 0.560 0.675
H 0.65262 0.93487 1.24186 0.484 0.980 -0.670
H 0.29169 2.75316 -0.16891 0.215 0.019 0.084
H -0.82269 1.86418 -0.90090 0.989 0.232 -0.369

=====

6.
27
Properties=species:S:1:pos:R:3:forces:R:3 method="wB97M-V/def2-TZVPD" e_above_lowest_kcal_mol=60.0 homo_energy_ev=-16.8 charge=+2 homo_lumo_gap_ev=6.636 lumo_ev=-10.1 energy_ev=-42638.979
Ti -1.41958 -0.15623 1.01243 2.194 -0.771 -0.392
C 0.47787 0.06946 -2.63328 -0.213 -0.204 0.581
H 0.02718 0.04461 -1.13520 0.204 -0.006 -3.755
H 1.04604 -0.89731 -2.70960 0.255 1.524 0.733
H 0.89207 1.09874 -2.70424 0.663 -1.165 0.678
H -0.07615 0.03546 -3.63395 -1.042 -0.108 2.144
H -2.07785 -0.20421 -0.44155 -0.484 -0.044 -0.422
F 0.31044 -5.22441 1.50954 -0.372 2.835 0.655
C 0.26750 -3.87561 1.83821 0.628 -2.041 -0.823
C -0.08625 -2.94398 0.86721 -0.024 0.699 0.000
C 0.00757 -1.56973 1.20543 -1.309 -0.561 -0.051
C 0.44968 -1.14473 2.46692 -0.194 0.563 1.092
C 0.77590 -2.17905 3.39058 0.153 1.436 2.565
F 1.12412 -1.86153 4.71387 -0.466 -0.200 -2.592
C 0.68077 -3.50995 3.11893 0.085 -1.116 -0.336
C 0.45419 0.34536 2.73257 -0.259 0.302 0.341
C 0.83573 1.00255 3.89579 -0.006 -1.480 0.770
C 0.86093 2.38714 3.99027 -0.046 0.143 0.853
C 0.60131 3.13334 2.87210 -0.485 -0.154 -2.071
C 0.21111 2.46971 1.68567 -0.215 -0.041 1.075
N -0.03520 1.12330 1.69077 1.000 0.096 -0.091
H -0.39773 -3.26270 -0.11664 -0.064 -0.105 -0.034
H 0.93734 -4.30312 3.84309 -0.126 0.693 -0.307
H 1.02231 0.36622 4.76779 0.313 0.451 -0.352
H 1.07327 2.89824 4.94363 -0.023 -0.491 -0.509
H 0.62096 4.21598 2.85348 0.263 -0.071 0.048
H 0.08515 3.01394 0.75128 -0.429 -0.187 0.203